# 1
C26H23Br2ClFN3O2SiZr as an isolated structure, computed with ωB97M-V/def2-TZVPD.

```
! RIJCOSX wB97M-V def2-TZVPD def2/J DEFGRID3
* xyz 2 1
Zr 0.09 -0.40 -0.32
Br -5.20 3.73 -2.16
C -3.72 2.64 -1.83
C -2.45 3.19 -1.71
C -1.40 2.34 -1.44
N -1.54 1.01 -1.30
C -2.76 0.48 -1.48
C -3.87 1.27 -1.71
C -2.83 -1.01 -1.42
C -3.95 -1.71 -1.83
C -3.92 -3.10 -1.83
Br -5.42 -4.06 -2.36
C -2.76 -3.76 -1.43
C -1.69 -2.99 -1.03
N -1.71 -1.65 -1.01
H -2.29 4.25 -1.82
H -0.41 2.74 -1.32
H -4.86 0.84 -1.82
H -4.83 -1.20 -2.18
H -2.70 -4.84 -1.43
H -0.77 -3.47 -0.71
C -0.67 -2.01 1.97
Si -0.35 -0.32 2.78
C -1.91 0.17 3.65
C 1.14 -0.42 3.88
N 0.01 0.70 1.38
C 0.56 1.99 1.50
C 0.42 2.88 2.57
C 1.05 4.11 2.53
C 1.82 4.50 1.44
C 1.97 3.64 0.36
C 1.33 2.44 0.45
F 1.42 1.50 -0.61
H -0.52 -2.68 2.82
H 0.02 -2.43 1.23
H -1.70 -2.17 1.66
H -2.21 -0.61 4.36
H -2.73 0.31 2.94
H -1.80 1.09 4.22
H 0.94 -1.08 4.73
H 1.40 0.56 4.28
H 2.00 -0.81 3.35
H -0.18 2.60 3.42
H 0.93 4.79 3.37
H 2.31 5.46 1.43
H 2.57 3.90 -0.51
Cl 6.66 -2.24 -3.31
C 5.20 -2.01 -2.44
C 5.10 -2.48 -1.12
C 3.94 -2.31 -0.39
C 2.86 -1.65 -0.95
O 1.72 -1.49 -0.24
C 2.95 -1.18 -2.28
C 1.85 -0.53 -2.91
O 0.76 -0.24 -2.38
C 4.14 -1.37 -3.01
H 5.95 -2.98 -0.68
H 3.87 -2.68 0.63
H 1.97 -0.27 -3.97
H 4.20 -1.00 -4.03
*
```

Values from the calculation:
- HOMO energy (eV) = -13.84
- max |F| (eV/A) = 0.53



# 2
One molecule with the formula C11H15NS at a distorted geometry, computed with ωB97M-V/def2-TZVPD.

```
! RIJCOSX wB97M-V def2-TZVPD def2/J DEFGRID3
* xyz 0 1
C -1.61 -2.61 -0.75
C 0.89 -2.30 -1.22
C 1.19 -1.54 -0.01
C 0.72 -0.15 0.11
C 1.21 0.81 1.20
C 0.61 2.17 1.24
C -0.72 2.23 1.54
C -1.16 3.57 1.56
C 1.27 3.33 0.92
C -0.27 0.28 -0.73
C -0.87 -0.68 -1.75
H -1.46 -3.83 -0.71
H -1.90 -2.32 0.35
H -2.49 -2.32 -1.46
H 1.51 -2.23 -2.16
H 1.00 -3.34 -1.33
H 2.26 -1.64 0.13
H 0.95 -2.17 0.88
H 2.26 0.82 1.05
H 1.01 0.37 2.10
H -1.33 1.36 1.84
H -2.16 3.74 1.90
H 2.42 3.29 0.76
H -0.44 1.35 -0.64
H -1.98 -0.59 -1.78
H -0.47 -0.23 -2.76
N -0.57 -2.02 -1.57
S 0.11 4.65 1.27
*
```

Values from the calculation:
- SMILES = CN1CC=C(Cc2ccsc2)CC1
- energy relative to the best compared isomer or geometry (same formula, charge and spin) (kcal/mol) = 94.6
- HOMO energy (eV) = -8.09
- max |F| (eV/A) = 4.68



# 3
A 2-piece molecular cluster, C3H10N2O2 overall, computed with ωB97M-V/def2-TZVPD.

```
! RIJCOSX wB97M-V def2-TZVPD def2/J DEFGRID3
* xyz 0 1
C 2.33 -0.84 -1.95
N 1.98 0.45 -1.77
O 1.84 -1.76 -1.33
H 3.06 -1.01 -2.75
H 1.55 0.67 -0.88
H 2.54 1.16 -2.18
C -0.91 -0.01 1.36
O 0.16 0.08 0.42
C -2.01 0.98 1.03
N -3.14 0.78 1.93
H -1.34 -1.01 1.36
H -0.53 0.21 2.36
H 0.25 -0.81 0.05
H -1.57 1.99 1.10
H -2.34 0.84 0.00
H -3.93 1.31 1.61
H -2.89 1.09 2.85
*
```

Values from the calculation:
- SMILES = NC=O.NCCO
- energy relative to the best compared isomer or geometry (same formula, charge and spin) (kcal/mol) = 25.4
- HOMO energy (eV) = -9.44
- max |F| (eV/A) = 0.81



# 4
One molecule with the formula C5H9ClFN at a distorted geometry, computed with ωB97M-V/def2-TZVPD.

```
! RIJCOSX wB97M-V def2-TZVPD def2/J DEFGRID3
* xyz 0 1
C -0.56 -0.09 -0.26
C -1.70 0.96 -0.34
C -1.18 0.38 1.00
C 0.93 0.29 -0.55
C 1.75 -0.26 0.70
H 0.09 -2.24 -0.67
H -0.54 -1.21 -1.98
H -1.42 1.94 -0.44
H -2.83 0.51 -0.47
H -1.78 -0.35 1.51
H -0.62 1.04 1.68
H 1.02 -0.36 -1.46
H 1.15 -1.22 1.05
H 2.15 0.65 1.58
N -0.72 -1.42 -0.79
F 3.05 -0.77 -0.15
Cl 1.22 2.14 -0.42
*
```

Values from the calculation:
- SMILES = NC1([C@@H](Cl)CF)CC1
- energy relative to the best compared isomer or geometry (same formula, charge and spin) (kcal/mol) = 113.1
- HOMO energy (eV) = -9.94
- max |F| (eV/A) = 5.78